Record 1
A molecular structure, C43H52As2CdN5OS2. Source: the Open Molecules 2025 dataset; level of theory: the ωB97M-V functional and the def2-TZVPD basis.

Summary:
E_LUMO (alpha / beta)   0.6 / 0.0 eV
Spin multiplicity   2
HOMO-LUMO gap (alpha / beta)   6.0 / 7.6 eV

Element x y z (Å)
Cd -0.43152 -0.77208 0.88603
C 0.51700 1.73780 -2.64739
C -0.77453 2.59187 -2.71664
As -1.88719 2.19447 -1.13865
C -2.82508 3.88688 -0.88107
C -2.14282 5.07677 -0.72672
C -2.80152 6.22200 -0.28970
C -4.17007 6.14622 0.06473
C -4.84472 4.97638 -0.13581
C -4.19505 3.84054 -0.60204
C -3.27257 1.19640 -2.08253
C -3.40439 -0.16629 -1.85797
C -4.27933 -0.94304 -2.62470
C -5.10233 -0.34161 -3.59827
C -4.97752 1.01736 -3.87823
C -4.05564 1.76083 -3.12337
As 0.20910 -0.19558 -2.86661
C 2.03720 -0.71619 -3.34670
C 3.11714 0.15549 -3.33278
C 4.38421 -0.30913 -3.66588
C 4.56107 -1.59739 -4.12108
C 3.45879 -2.44015 -4.22448
C 2.21784 -2.00581 -3.80409
C -0.49130 -0.11339 -4.71484
C -1.78724 -0.56894 -5.02532
C -2.28819 -0.46931 -6.30911
C -1.53245 0.13397 -7.30613
C -0.23315 0.55070 -7.03467
C 0.29328 0.39903 -5.73855
H 1.02314 1.94650 -1.68744
H 1.24916 2.05455 -3.40863
H -1.27349 2.36495 -3.67746
H -0.56780 3.64439 -2.70853
H -1.04212 5.18518 -0.81400
H -2.24680 7.14221 -0.11897
H -4.62266 7.00558 0.53122
H -5.88130 4.86494 0.15191
H -4.73599 2.87802 -0.60020
H -2.80956 -0.63047 -1.08678
H -4.42640 -2.04057 -2.43638
H -5.86388 -0.88690 -4.14824
H -5.60231 1.48512 -4.60549
H -3.87578 2.81600 -3.35467
H 2.98683 1.20439 -3.04401
H 5.24508 0.36218 -3.64582
H 5.55129 -1.92422 -4.40388
H 3.58658 -3.45042 -4.58160
H 1.37454 -2.70436 -3.80050
H -2.37798 -1.03643 -4.25578
H -3.32817 -0.75064 -6.48485
H -1.97136 0.18072 -8.30705
H 0.43209 0.99130 -7.77210
H 1.33401 0.68269 -5.57929
O -0.79683 -3.04232 0.78121
N -0.06686 -3.77992 -0.03618
C -0.60133 -4.95075 -0.45682
C 0.08549 -5.72265 -1.35554
C 1.33293 -5.28444 -1.83834
C 1.85159 -4.12669 -1.34820
C 1.15798 -3.35216 -0.39443
S 1.76561 -1.86525 0.21176
H -1.53904 -5.15098 0.01617
H -0.32544 -6.66220 -1.67340
H 1.85920 -5.86581 -2.57327
H 2.80036 -3.72105 -1.73877
N -0.34445 4.58745 2.81261
C -1.56341 5.15721 2.99336
C -2.51853 4.28125 2.55237
C -1.78063 3.18408 2.09267
N -0.48895 3.36390 2.26712
H 0.56509 5.02626 2.85722
H -1.69063 6.14962 3.38584
H -3.56794 4.44143 2.48660
H -2.13761 2.23451 1.68483
C -0.48874 -3.85838 7.08115
C 0.92012 -4.05160 6.60681
C 1.09685 -4.68750 5.25056
C 0.86853 -3.75865 4.06371
N 1.85643 -2.71664 4.01407
C 1.55832 -1.43632 3.72944
S -0.03440 -0.84165 3.66194
N 2.62621 -0.66500 3.55460
C 2.64541 0.63645 2.90340
C 3.22244 1.74761 3.80500
C 4.64756 1.51865 4.29771
C 4.68057 0.82183 5.70244
H -0.46975 -3.45823 8.12773
H -1.04501 -4.80066 7.03234
H -1.01906 -3.15653 6.47290
H 1.47395 -4.67238 7.30073
H 1.42475 -3.11928 6.65230
H 0.39769 -5.54906 5.10810
H 2.11779 -5.08295 5.19866
H -0.09437 -3.26117 4.15395
H 0.86923 -4.34067 3.13648
H 2.81190 -2.96397 3.77054
H 3.52312 -1.09759 3.52483
H 1.60063 0.91171 2.71339
H 3.18161 0.58249 1.96543
H 2.57192 1.79222 4.70459
H 3.19017 2.69262 3.26953
H 5.21880 2.42149 4.35822
H 5.18788 0.88287 3.59687
H 4.39728 1.53793 6.49291
H 5.68072 0.40904 5.92696
H 3.92871 0.02935 5.77696


Record 2
A molecular structure, C43H52FN4O3P2RuS. Source: the Open Molecules 2025 dataset; level of theory: the ωB97M-V functional and the def2-TZVPD basis.

Summary:
E_LUMO (alpha / beta)   -2.4 / -4.9 eV
Spin multiplicity   5
Charge   +1
HOMO-LUMO gap (alpha / beta)   7.4 / 5.1 eV

Element x y z (Å)
Ru -0.59127 0.00754 0.37485
C -0.64512 -2.84696 3.38269
C -0.09311 -3.33777 2.04419
C -0.17364 -4.85831 1.95824
P -0.95338 -2.38294 0.70384
C -0.90369 -3.51127 -0.80133
C -1.06154 -2.68871 -2.07508
C -1.90286 -4.66483 -0.83971
C -2.68245 -2.26175 1.24271
C -3.55548 -3.32970 1.42818
C -4.90102 -3.11579 1.67315
C -5.38597 -1.81521 1.68872
C -4.51750 -0.74513 1.60180
C -3.13502 -0.94863 1.47406
N -2.20001 0.09303 1.56013
C -2.50931 1.23652 2.31874
C -3.34208 1.21282 3.44910
C -3.64217 2.37556 4.13142
C -3.13630 3.59958 3.71123
C -2.26069 3.63119 2.64081
C -1.91811 2.46242 1.97354
P -0.63949 2.35870 0.70093
C -1.27062 3.33865 -0.75496
C -2.78777 3.15578 -0.86304
C -0.89243 4.81694 -0.73619
C 0.77572 3.31743 1.40741
C 1.01301 2.91964 2.85908
C 2.00597 3.05000 0.53513
H 0.00970 -3.15604 4.19359
H -1.63943 -3.26239 3.55604
H -0.71413 -1.75887 3.41435
H 0.95982 -3.04402 1.95429
H -1.20058 -5.20816 2.06342
H 0.40185 -5.28136 2.78351
H 0.24394 -5.24789 1.03064
H 0.11229 -3.91987 -0.77196
H -1.99455 -2.12781 -2.06579
H -1.06879 -3.34157 -2.95077
H -0.24033 -1.98837 -2.18122
H -2.92455 -4.29172 -0.85838
H -1.78794 -5.36060 -0.01136
H -1.73912 -5.22405 -1.76249
H -3.18522 -4.34260 1.37933
H -5.56708 -3.95532 1.81911
H -6.44810 -1.63318 1.78618
H -4.90776 0.26230 1.62471
H -3.73433 0.26993 3.80148
H -4.27345 2.32833 5.00910
H -3.39414 4.51181 4.23178
H -1.82160 4.57217 2.33135
H -0.80268 2.87971 -1.62932
H -3.30168 3.76662 -0.12022
H -3.07488 2.11410 -0.72815
H -3.11572 3.44765 -1.85999
H -1.26234 5.32512 0.15572
H -1.35582 5.29480 -1.60072
H 0.18386 4.97545 -0.80893
H 0.50226 4.37341 1.36234
H 1.22115 1.85687 2.92207
H 0.14991 3.13389 3.48725
H 1.87683 3.45270 3.25870
H 2.22243 1.97905 0.51934
H 2.87993 3.56551 0.93473
H 1.85129 3.38223 -0.49368
C 1.41259 1.52482 -7.08164
C 1.34708 0.09246 -6.55333
C 2.49989 -0.77620 -7.03904
C 3.81893 -0.33008 -6.41898
C 3.70505 -0.24364 -4.92218
C 4.81960 -0.33962 -4.12146
C 4.70647 -0.25605 -2.73556
F 5.82482 -0.33109 -2.00198
C 3.49727 -0.10652 -2.11943
C 2.34677 0.00235 -2.91274
C 1.05353 0.15853 -2.26244
O 1.00019 0.06443 -1.00026
C -0.04137 0.42247 -3.12041
C 0.13951 0.36681 -4.47639
N 1.30404 0.10367 -5.07670
C 2.44738 -0.04414 -4.31496
C -1.45250 0.75986 -2.64574
O -2.12749 1.45251 -3.39730
O -1.81978 0.28422 -1.51524
H 1.47507 1.51465 -8.16953
H 2.28070 2.05211 -6.68470
H 0.51868 2.07815 -6.79377
H 0.41031 -0.35957 -6.88131
H 2.55677 -0.70166 -8.12413
H 2.30313 -1.81946 -6.78266
H 4.10666 0.64565 -6.82013
H 4.61567 -1.02397 -6.68596
H 5.79900 -0.48405 -4.56026
H 3.40944 -0.07410 -1.04270
H -0.71877 0.53777 -5.11452
C 2.00671 -1.41057 6.79585
C 2.59053 -0.65724 5.64116
C 3.60843 0.27829 5.81813
C 4.08319 0.89828 4.67482
N 3.59377 0.64272 3.47173
C 2.59855 -0.23390 3.40506
S 1.97903 -0.53794 1.80448
N 2.09419 -0.89809 4.43164
H 2.68368 -1.40106 7.64752
H 1.79588 -2.43907 6.50880
H 1.06574 -0.94791 7.09998
H 4.01182 0.50301 6.79432
H 4.89516 1.61647 4.71631


Record 3
A molecular structure, C43H53BrF5N10O4RbS2Te. Source: the Open Molecules 2025 dataset; level of theory: the ωB97M-V functional and the def2-TZVPD basis.

Summary:
E_LUMO   3.6 eV
Charge   -2
HOMO-LUMO gap   5.7 eV

Element x y z (Å)
Rb 0.20386 0.58084 0.49166
Br 0.54180 -7.98067 -0.14576
C 0.23151 -6.26959 -0.94533
C -0.98495 -6.01761 -1.58610
C -1.20030 -4.81060 -2.18049
C -0.22227 -3.74653 -2.20339
O -0.42423 -2.70880 -2.86822
C 0.98463 -4.03065 -1.46310
C 2.09992 -3.11151 -1.33249
N 2.07680 -1.83313 -1.31819
C 3.24614 -1.13647 -1.52786
C 3.87572 -1.33466 -2.74694
C 4.94686 -0.55186 -3.19089
C 5.40474 0.46192 -2.40569
C 4.82790 0.67419 -1.13228
C 5.33076 1.72248 -0.32257
C 4.79873 1.93840 0.89656
C 3.79300 1.05633 1.34511
N 3.31183 0.06498 0.64749
C 3.77215 -0.12893 -0.64835
C 1.19468 -5.29338 -0.89867
H -1.75171 -6.78500 -1.61022
H -2.14329 -4.60047 -2.67201
H 3.07433 -3.60611 -1.19761
H 3.45385 -2.09535 -3.39118
H 5.38160 -0.74099 -4.16409
H 6.20241 1.11874 -2.72768
H 6.11594 2.35616 -0.71776
H 5.09014 2.76009 1.53017
H 3.38594 1.16552 2.33683
H 2.12975 -5.47713 -0.38259
C -1.20001 2.12333 3.70344
C -1.54307 0.60815 3.68769
N -2.03500 0.17901 2.39496
C -3.45387 0.21029 2.16324
C -4.05525 1.61614 2.14013
S -3.47557 2.74721 0.83389
C -2.64527 4.05698 1.77876
C -1.13064 3.89415 1.96771
N -0.79496 2.56996 2.39148
H -0.43228 2.30467 4.47395
H -2.07982 2.70079 4.00322
H -2.27780 0.40721 4.48976
H -0.63659 0.04354 3.90694
H -1.66715 -0.73586 2.16207
H -4.01849 -0.35272 2.93772
H -3.64844 -0.27192 1.20165
H -3.90863 2.11905 3.09596
H -5.13606 1.50787 2.00880
H -3.16147 4.15229 2.73821
H -2.83132 4.98884 1.23710
H -0.79499 4.69575 2.65858
H -0.62951 4.05556 1.01180
H 0.16564 2.32319 2.20029
N -4.32591 -0.70583 -3.34176
C -5.52383 -1.08954 -2.78530
C -5.31780 -1.05434 -1.43980
N -4.03903 -0.66131 -1.15373
C -3.46682 -0.46056 -2.31209
C -2.09582 -0.04845 -2.56724
N -1.32055 0.62451 -1.76896
C -0.12452 0.75550 -2.43736
C -0.20812 0.15507 -3.65414
N -1.47963 -0.34531 -3.74699
H -4.13223 -0.55372 -4.31482
H -6.37721 -1.34571 -3.38409
H -6.01179 -1.30245 -0.65757
H 0.72186 1.24896 -1.98276
H 0.53161 -0.03382 -4.40846
H -1.71659 -1.13240 -4.32656
C -5.06028 -5.00769 1.56482
N -3.74963 -5.53453 1.88497
C -3.52397 -6.81213 1.22630
C -2.67364 -4.62859 1.85329
S -2.79596 -3.12934 1.15337
N -1.54490 -5.07189 2.42856
C -0.31107 -4.30633 2.33014
C -1.50401 -6.13669 3.40519
H -5.79782 -5.77793 1.80990
H -5.15271 -4.74029 0.50522
H -5.26180 -4.11381 2.14975
H -3.79477 -6.74465 0.16453
H -4.13571 -7.58924 1.69196
H -2.47908 -7.10364 1.28284
H -0.32990 -3.65988 1.45413
H 0.52240 -5.00366 2.25565
H -0.17500 -3.67611 3.21021
H -2.51043 -6.44376 3.68031
H -0.98636 -5.76552 4.29438
H -0.94781 -6.99994 3.02722
F 2.31664 -3.42449 2.69656
Te 2.19149 -1.58239 2.11355
F 3.65556 -1.06480 3.18958
F 1.57309 0.27700 2.57973
F 1.31561 -1.65877 3.85972
F 3.61004 -2.34087 1.03832
O 0.67903 -1.82861 1.17783
C 2.85022 8.60124 -3.43696
C 2.63955 7.39326 -2.56580
C 2.10177 7.51223 -1.29461
C 1.89172 6.40272 -0.47903
C 1.28920 6.59642 0.88524
C 2.21864 5.13376 -0.95432
C 2.74361 4.99129 -2.24191
C 3.07564 3.62987 -2.77795
C 2.95865 6.11918 -3.02104
C 2.00630 3.90218 -0.07140
O 2.69832 3.83127 0.96095
O 1.12405 3.10268 -0.44798
H 2.81177 9.51887 -2.84893
H 2.08348 8.67516 -4.21296
H 3.81831 8.56538 -3.94164
H 1.84557 8.49711 -0.91495
H 1.54113 7.58334 1.27946
H 1.64239 5.83528 1.57768
H 0.19928 6.52646 0.83849
H 3.82544 3.13414 -2.15964
H 3.45862 3.69529 -3.79677
H 2.19430 2.98954 -2.76442
H 3.38173 5.99761 -4.01358


Record 4
A molecular structure, C43H53LuN4O5PS2Si. Source: the Open Molecules 2025 dataset; level of theory: the ωB97M-V functional and the def2-TZVPD basis.

Summary:
E_LUMO   1.7 eV
Charge   -1
HOMO-LUMO gap   5.9 eV

Element x y z (Å)
Lu 0.00000 0.00000 0.00000
S 2.54310 0.09410 0.00000
C 2.18860 1.77780 -0.25100
N 3.16740 2.55850 0.11910
N 2.99450 3.90310 -0.11500
C 2.94810 4.74860 1.02380
C 2.55220 4.28190 2.28360
C 2.42150 5.15520 3.36670
C 2.66020 6.51700 3.19690
C 3.01830 7.00520 1.94210
C 3.14730 6.12740 0.86140
N 1.03550 2.27470 -0.82810
N 0.09410 2.29170 0.00000
C -1.01140 2.95870 -0.54610
C -1.04230 4.35770 -0.60710
C -2.16100 5.02310 -1.11210
C -3.26380 4.29100 -1.55140
C -3.24800 2.89720 -1.48450
C -2.12610 2.23550 -0.97950
H 3.68280 4.25400 -0.77660
H 2.34440 3.22170 2.42100
H 2.12500 4.76250 4.33480
H 2.55530 7.19490 4.03840
H 3.18850 8.06790 1.79900
H 3.40250 6.52430 -0.11690
H -0.17780 4.91750 -0.25650
H -2.16680 6.10790 -1.15880
H -4.13550 4.80610 -1.94470
H -4.10500 2.32270 -1.82340
H -2.10450 1.15010 -0.92210
O -1.95750 0.00000 0.00000
C -2.15980 1.21590 6.79510
C -1.53570 1.90680 5.57120
C -2.51880 1.89900 4.39060
C -1.27970 3.37870 5.95310
O -0.23530 1.40150 5.26010
Si 0.13930 -0.10480 4.67990
S 0.00000 0.00000 2.61070
O 1.73120 -0.43140 4.99380
C 2.36120 -0.48420 6.27290
C 3.84420 -0.18060 5.98930
C 1.87070 0.53160 7.31880
C 2.26560 -1.90680 6.84040
O -0.83900 -1.24320 5.35580
C -1.24010 -2.51830 4.85510
C -1.69950 -3.28050 6.11750
C -2.46810 -2.38820 3.94090
C -0.13840 -3.36080 4.19410
H -3.04240 1.75900 7.15130
H -1.44200 1.14790 7.61930
H -2.48520 0.19720 6.56570
H -3.44620 2.42550 4.64290
H -2.79490 0.88020 4.10080
H -2.08290 2.38420 3.51050
H -2.20410 3.89810 6.22750
H -0.81300 3.92060 5.12190
H -0.58230 3.44640 6.79660
H 3.95820 0.82350 5.56360
H 4.25310 -0.87860 5.24930
H 4.45530 -0.24180 6.89610
H 1.89480 1.55350 6.92500
H 2.49270 0.50280 8.22080
H 0.84350 0.32080 7.63290
H 2.62680 -2.64290 6.11360
H 1.22960 -2.17040 7.07300
H 2.85280 -2.01480 7.75870
H -2.48530 -2.72630 6.64460
H -0.87280 -3.39350 6.82800
H -2.08330 -4.27780 5.87700
H -3.23030 -1.74770 4.39920
H -2.91730 -3.36580 3.73330
H -2.21830 -1.93940 2.97700
H 0.74640 -3.43040 4.83340
H 0.18790 -2.94440 3.23810
H -0.48970 -4.37920 3.99150
O 0.00000 -2.15350 0.00000
P 0.08150 -3.08900 -1.19480
C -1.33640 -2.88960 -2.29550
C -2.30830 -1.92250 -1.99730
C -3.40790 -1.73540 -2.83550
C -3.55000 -2.51390 -3.98180
C -2.59310 -3.47830 -4.29160
C -1.49110 -3.66430 -3.45510
C 1.52940 -2.72570 -2.21630
C 2.10110 -1.44570 -2.15580
C 3.20890 -1.12260 -2.93980
C 3.75850 -2.07590 -3.79430
C 3.20240 -3.35170 -3.86450
C 2.09340 -3.67590 -3.08090
C 0.18380 -4.80250 -0.64170
C 1.39000 -5.28380 -0.10520
C 1.49930 -6.60170 0.34020
C 0.39940 -7.45250 0.27080
C -0.81210 -6.98290 -0.23230
C -0.92200 -5.66390 -0.67810
H -2.20290 -1.30690 -1.10490
H -4.15110 -0.97940 -2.59420
H -4.40570 -2.36630 -4.63580
H -2.70430 -4.08360 -5.18780
H -0.75620 -4.42170 -3.71460
H 1.67710 -0.69610 -1.48880
H 3.64180 -0.12710 -2.88300
H 4.62140 -1.82380 -4.40530
H 3.63370 -4.09470 -4.53080
H 1.67660 -4.67780 -3.14890
H 2.25080 -4.62210 -0.02400
H 2.43980 -6.95960 0.75170
H 0.48120 -8.47720 0.62430
H -1.67680 -7.64100 -0.26620
H -1.88610 -5.31360 -1.03970


Looking at relative energy (zero: lowest compared OMol25 entry of this formula, charge and spin) for the records above, in order, we have 0.000; 0.406; 4.921; 2.628 eV.
Looking at strongest force on any atom for the records above, in order, we have 1.91; 1.35; 2.49; 4.74 eV/Å.